Record 1
The following is a DFT calculation (ωB97M-V with the def2-TZVPD basis set) of a 8-piece molecular cluster, C36H66N2O25 overall.

Each line ends with the Mulliken charge.
Positions of all 129 atoms, in Å:
C1 6.96524 -4.79282 -0.57067  -0.778
C2 8.32480 -4.50929 -1.48454  0.344
O1 9.08580 -5.77087 -1.48341  -0.565
C3 7.96910 -4.07843 -3.04877  -0.785
N1 7.36142 -2.69469 -2.98460  0.036
C4 7.85560 -1.78028 -4.08361  -0.646
C5 8.69822 -0.46859 -3.56381  -0.339
O2 9.33423 -0.65351 -2.22695  -0.424
C6 8.52667 0.21828 -1.33822  0.116
C7 8.90985 1.64581 -0.99176  -0.456
C8 7.83052 2.46779 -0.01358  0.205
O3 8.24053 3.27150 0.97117  -0.452
C9 6.22490 2.14537 -0.35335  -0.677
C10 5.83894 0.72176 -0.71239  0.542
C11 4.30914 0.28843 -1.11191  -0.702
C12 3.75208 -1.06401 -0.37159  0.300
C13 2.12482 -1.15001 -0.74865  -0.598
C14 1.68980 -2.57624 -1.43002  -0.441
N2 0.27675 -2.38352 -2.01325  -0.512
C15 7.10427 -0.37161 -0.68687  0.722
O4 6.96976 -1.58619 -0.14863  -0.516
H1 6.05350 -4.10039 -0.90296  -0.039
H2 6.65786 -5.92215 -0.52804  0.371
H3 7.21538 -4.47580 0.54431  0.195
H4 8.94324 -3.68647 -0.92784  0.229
H5 9.84317 -5.66569 -0.82345  0.349
H6 7.13161 -4.82325 -3.40166  0.223
H7 8.94167 -4.09087 -3.69933  0.330
H8 6.31945 -2.70675 -2.92001  0.114
H9 8.43845 -2.36050 -4.93349  0.294
H10 6.87864 -1.35055 -4.61848  0.273
H11 9.45598 -0.19000 -4.41090  0.373
H12 7.91816 0.42894 -3.46373  0.255
H13 9.89439 2.15400 -1.42287  0.356
H14 5.37565 2.95010 -0.33281  0.282
H15 3.57784 1.20513 -0.89453  0.322
H16 4.32942 0.04170 -2.27972  0.257
H17 3.85058 -1.02271 0.80221  0.279
H18 4.27193 -2.06769 -0.73235  -0.276
H19 1.89416 -0.30976 -1.56471  0.283
H20 1.47507 -0.84422 0.19556  0.196
H21 2.37911 -2.86486 -2.33372  0.243
H22 1.61534 -3.46381 -0.64219  0.236
H23 -0.34439 -2.03916 -1.22509  0.267
H24 0.32541 -1.55833 -2.68278  0.225
C16 -5.79506 -1.64504 -5.81326  -0.718
O5 -5.43775 -2.30574 -4.60074  -0.227
C17 -4.13861 -2.69247 -4.53763  0.711
O6 -3.29658 -2.52179 -5.40522  -0.553
O7 -3.93865 -3.30217 -3.34195  -0.287
C18 -2.60560 -3.76504 -3.13487  -0.481
H25 -6.85452 -1.38076 -5.75453  0.220
H26 -5.21666 -0.72366 -5.93565  0.309
H27 -5.65312 -2.30978 -6.67135  0.339
H28 -1.89964 -2.92830 -3.15026  0.188
H29 -2.33609 -4.51449 -3.88604  0.308
H30 -2.56037 -4.23494 -2.14862  0.210
C19 10.25176 4.96034 1.78071  -0.396
O8 11.60152 5.11270 2.21584  -0.275
C20 12.44337 5.59298 1.26614  0.748
O9 12.13902 5.88885 0.12128  -0.551
O10 13.68263 5.68695 1.81091  -0.319
C21 14.67963 6.18215 0.91934  -0.615
H31 9.66833 4.57054 2.61940  0.167
H32 9.82944 5.92676 1.48720  0.287
H33 10.19071 4.24305 0.95602  0.181
H34 14.43423 7.19751 0.59132  0.284
H35 14.79550 5.51373 0.06006  0.284
H36 15.62966 6.21555 1.45960  0.219
C22 8.58881 2.36566 7.72501  -0.609
O11 8.00902 1.46774 6.78057  -0.343
C23 8.24996 1.78879 5.48435  0.732
O12 8.89719 2.74657 5.09112  -0.537
O13 7.64587 0.85960 4.70138  -0.343
C24 7.81613 1.07159 3.30130  -0.530
H37 8.33276 2.01291 8.72788  0.220
H38 9.67947 2.37355 7.63084  0.287
H39 8.18073 3.37373 7.60003  0.286
H40 8.87604 1.02780 3.03031  0.307
H41 7.37726 2.02808 2.99949  0.258
H42 7.29257 0.27075 2.77208  0.230
C25 -5.94312 -0.45419 -1.44976  -0.407
O14 -7.21136 -0.81900 -0.90860  -0.323
C26 -8.25402 -0.10055 -1.39647  0.717
O15 -8.18375 0.79264 -2.22602  -0.553
O16 -9.38847 -0.54799 -0.80134  -0.205
C27 -10.57523 0.12224 -1.22150  -0.693
H43 -5.18332 -1.09193 -0.98963  0.249
H44 -5.92290 -0.62033 -2.53164  0.074
H45 -5.70750 0.58814 -1.21226  0.289
H46 -10.74014 -0.02084 -2.29439  0.325
H47 -10.52472 1.18772 -0.97499  0.324
H48 -11.41966 -0.31580 -0.68242  0.208
C28 -14.29345 -5.38788 -3.18667  -0.614
O17 -12.94283 -4.93676 -3.10492  -0.306
C29 -12.52424 -4.65316 -1.84569  0.743
O18 -13.19210 -4.75295 -0.82840  -0.541
O19 -11.23380 -4.23916 -1.91441  -0.269
C30 -10.65716 -3.90370 -0.65382  -0.517
H49 -14.52090 -5.58476 -4.23798  0.221
H50 -14.42397 -6.31903 -2.62596  0.286
H51 -14.98062 -4.61659 -2.82437  0.283
H52 -10.64238 -4.77562 0.00823  0.322
H53 -11.19910 -3.07310 -0.19016  0.233
H54 -9.62531 -3.58659 -0.82782  0.146
C31 -10.20005 1.64359 3.20091  -0.632
O20 -11.34952 2.10836 2.49587  -0.225
C32 -12.48126 2.15590 3.24302  0.715
O21 -12.57763 1.84334 4.41942  -0.537
O22 -13.48729 2.61137 2.45447  -0.307
C33 -14.74839 2.71392 3.11268  -0.631
H55 -9.35440 1.64646 2.50765  0.136
H56 -9.96321 2.31113 4.03564  0.325
H57 -10.35215 0.61867 3.55413  0.352
H58 -14.69332 3.42429 3.94400  0.288
H59 -15.08228 1.73174 3.46253  0.291
H60 -15.47796 3.08747 2.38899  0.224
C34 -4.72656 3.57143 5.82643  -0.606
O23 -4.89104 4.29237 4.60677  -0.315
C35 -5.78237 3.73829 3.74662  0.764
O24 -6.42137 2.71528 3.93640  -0.540
O25 -5.83947 4.51959 2.63862  -0.303
C36 -6.74443 4.05503 1.63893  -0.503
H61 -3.99224 4.10381 6.43724  0.219
H62 -5.66988 3.52981 6.38040  0.289
H63 -4.34602 2.56381 5.63089  0.285
H64 -7.76852 4.03269 2.02560  0.224
H65 -6.44462 3.06660 1.27607  0.247
H66 -6.70905 4.75481 0.79953  0.241

Results
multiplicity	1
M	926.913	g mol⁻¹
lowest unoccupied orbital energy	-1.6997	eV
energy	-3401.43854	Ha
HOMO	-8.9	eV

=====

Record 2
The following is a DFT calculation (ωB97M-V with the def2-TZVPD basis set) of one molecule with the formula C16H21N3O5S.

Each line ends with the Mulliken charge.
Positions of all 46 atoms, in Å:
C1 7.12058 0.31916 1.02727  -1.403
H1 7.38190 0.27068 -0.02667  0.366
H2 7.02903 1.36405 1.31587  0.325
H3 7.92121 -0.13327 1.60568  0.410
C2 5.80718 -0.41426 1.28360  0.142
N1 4.76037 0.17809 0.47469  -0.180
C3 3.97617 -0.53341 -0.33501  0.505
O1 4.05552 -1.71712 -0.57442  -0.682
N2 2.95768 0.21868 -0.98289  -0.096
C4 2.57231 1.50200 -0.77233  0.745
O2 3.18496 2.30683 -0.10481  -0.728
C5 1.28719 1.88137 -1.50732  -0.443
H4 1.53637 2.35975 -2.45729  0.394
O3 0.47885 0.76135 -1.82743  -0.422
C6 -0.08499 0.15504 -0.76686  0.271
O4 0.20298 0.39494 0.37516  -0.586
C7 -0.93875 -1.03239 -1.20240  0.169
N3 -2.25155 -0.92869 -0.58183  0.185
C8 -2.73441 0.31914 -0.42820  0.693
O5 -2.08838 1.26470 -0.88132  -0.682
C9 -4.00964 0.56358 0.24257  0.042
C10 -4.54164 1.82068 0.38092  -0.578
C11 -5.76457 1.83757 1.07213  -0.590
C12 -6.15769 0.59440 1.45926  -0.310
S1 -5.04256 -0.61680 0.98665  -0.103
H5 -7.04005 0.31070 1.99825  0.443
H6 -6.32661 2.73118 1.27442  0.405
H7 -4.04652 2.69008 -0.01121  0.464
C13 -2.69737 -2.18902 -0.02707  -0.732
C14 -1.66856 -3.19956 -0.53770  -0.855
H8 -1.97298 -3.58393 -1.51181  0.366
H9 -1.54425 -4.03702 0.14462  0.397
C15 -0.39914 -2.36325 -0.68135  -0.685
H10 0.06359 -2.20034 0.29358  0.365
H11 0.33235 -2.80915 -1.35116  0.392
H12 -2.69492 -2.14469 1.06792  0.426
H13 -3.70870 -2.42949 -0.36537  0.434
H14 -1.03394 -1.01080 -2.29522  0.116
H15 0.72745 2.58121 -0.87893  0.307
H16 2.37819 -0.35084 -1.58830  0.261
H17 4.53649 1.15917 0.61173  0.386
C16 5.41653 -0.35715 2.75905  -1.391
H18 5.29946 0.67671 3.07693  0.329
H19 6.18380 -0.82572 3.36918  0.402
H20 4.47641 -0.87874 2.91968  0.354
H21 5.89103 -1.45765 0.96216  0.373

Results
multiplicity	1
M	367.427	g mol⁻¹
relative energy (zero: lowest compared OMol25 entry of this formula, charge and spin)	0.0	kcal per mole
lowest unoccupied orbital energy	0.3789	eV
energy	-1561.03670	Ha
HOMO	-9.3	eV

=====

Record 3
The following is a DFT calculation (ωB97M-V with the def2-TZVPD basis set) of C36H94F3O16SV as an isolated structure.

Each line ends with the Mulliken charge.
Positions of all 151 atoms, in Å:
O1 6.73440 1.31249 1.94497  -0.366
V1 5.22888 0.73463 1.75658  0.921
C1 1.01847 -0.81571 0.46754  -0.111
F1 -0.33095 -0.68580 0.49395  0.128
F2 1.35429 -2.06528 0.73371  -0.005
F3 1.49643 -0.43485 -0.74386  0.080
S1 1.67853 0.51580 1.72169  -0.053
O2 1.02838 1.78280 1.34349  -0.017
O3 1.28955 0.06269 3.09858  -0.983
O4 3.14811 0.48178 1.60740  0.165
C2 -0.97425 5.62371 -3.95235  -1.043
C3 -2.01507 4.48477 -3.74216  -0.485
O5 -1.49572 3.45229 -2.96337  -0.040
C4 -2.47820 2.58786 -2.42712  -0.768
C5 -1.74557 1.50672 -1.64530  0.561
H1 -0.77030 6.15094 -3.02041  0.134
H2 0.00511 5.22165 -4.21175  0.255
H3 -1.23947 6.32988 -4.73917  0.398
H4 -2.88789 4.97173 -3.30724  0.364
H5 -2.29291 4.04245 -4.69885  0.352
H6 -3.14626 3.11298 -1.74444  0.273
H7 -3.04516 2.15554 -3.25160  0.367
H8 -1.34603 1.86640 -0.69709  -0.198
H9 -0.86766 1.09750 -2.14522  -0.128
H10 -2.32182 0.59343 -1.49717  -0.050
C6 -5.79264 -0.32339 6.33856  -1.259
C7 -4.70760 0.50672 5.68369  -0.204
O6 -4.27355 -0.15274 4.46523  -0.344
C8 -3.26160 0.52532 3.76611  0.015
C9 -2.87098 -0.34650 2.60063  -0.520
H11 -5.30912 -1.21673 6.73386  0.303
H12 -6.27927 0.15289 7.18971  0.388
H13 -6.55324 -0.54801 5.59081  0.300
H14 -5.11797 1.48260 5.42415  0.325
H15 -3.87441 0.75151 6.34245  0.264
H16 -3.53989 1.50141 3.36876  0.283
H17 -2.38827 0.67267 4.40147  -0.039
H18 -2.80820 -1.39340 2.89757  0.332
H19 -1.91705 -0.00296 2.20052  -0.090
H20 -3.60166 -0.26613 1.79581  0.241
C10 -1.08946 -2.67994 -7.75978  -1.368
C11 -1.62267 -2.64355 -6.34995  0.105
O7 -0.52607 -2.48769 -5.45764  -0.418
C12 -0.85187 -2.37052 -4.11901  0.481
C13 0.48050 -2.23815 -3.35505  -0.458
H21 -0.20049 -3.30724 -7.82541  0.338
H22 -1.82385 -2.98406 -8.50562  0.389
H23 -0.70422 -1.70331 -8.05286  0.312
H24 -2.32592 -1.81453 -6.27071  0.092
H25 -2.22620 -3.51940 -6.11176  0.253
H26 -1.48133 -1.51030 -3.89114  0.040
H27 -1.44240 -3.20922 -3.75028  -0.026
H28 1.01681 -1.31993 -3.59450  0.184
H29 1.13862 -3.09044 -3.52416  0.132
H30 0.38954 -2.24602 -2.26888  -0.146
C14 -0.81640 -4.30599 0.16645  -0.449
C15 -1.44475 -5.64637 -0.12770  -0.590
O8 -2.73405 -5.45113 -0.66163  -0.130
C16 -3.25185 -6.66953 -1.17138  -0.410
C17 -4.33328 -6.42919 -2.22475  -1.049
H31 0.25677 -4.47511 0.25479  0.202
H32 -1.01078 -3.63243 -0.66819  -0.180
H33 -1.13702 -3.77941 1.06535  0.468
H34 -0.80937 -6.15451 -0.85308  0.266
H35 -1.37317 -6.31044 0.73369  0.306
H36 -2.41211 -7.24558 -1.56011  0.404
H37 -3.68867 -7.28444 -0.38450  0.261
H38 -5.21246 -5.99176 -1.75169  0.272
H39 -4.68956 -7.34311 -2.70007  0.411
H40 -4.00434 -5.77575 -3.03276  0.176
C18 -4.96297 -0.35784 -4.82331  -1.273
C19 -4.83040 -1.64879 -4.11366  0.193
O9 -4.46638 -1.40825 -2.75743  -0.318
C20 -4.19625 -2.54605 -1.98218  -0.010
C21 -3.72299 -2.11573 -0.57452  -0.744
H41 -5.63572 0.40335 -4.42822  0.350
H42 -3.98115 0.10277 -4.93277  0.192
H43 -5.25746 -0.51272 -5.86128  0.419
H44 -5.68243 -2.32615 -4.17139  0.406
H45 -3.97316 -2.16466 -4.54623  -0.134
H46 -5.12944 -3.10501 -1.91283  0.483
H47 -3.45968 -3.19400 -2.45733  -0.156
H48 -2.82297 -1.50813 -0.66892  -0.332
H49 -3.44246 -2.99548 0.00465  0.365
H50 -4.49460 -1.54899 -0.05342  0.517
C22 5.60138 -1.65460 5.29475  -1.507
C23 4.54692 -0.86099 4.50694  0.535
C24 3.50219 -0.23242 5.50215  -1.270
O10 5.17766 0.23995 3.87747  -0.229
H51 6.04744 -1.05484 6.08810  0.399
H52 6.43279 -1.95802 4.65852  0.389
H53 5.14773 -2.52144 5.77526  0.413
H54 3.98843 -1.49527 3.81856  0.268
H55 3.09137 -0.98767 6.17216  0.506
H56 2.67421 0.25563 4.98800  0.253
H57 4.05142 0.48079 6.11680  0.314
H58 5.74090 0.66302 4.52967  0.295
C25 2.42224 1.65123 -2.86071  -1.004
C26 1.66177 2.66936 -1.92408  0.951
O11 2.65301 3.22394 -1.11217  -0.578
H59 3.06738 1.03035 -2.23910  -0.108
H60 3.13513 2.23655 -3.44149  0.385
H61 1.72277 1.09554 -3.48526  0.316
H62 0.92100 2.16893 -1.30044  -0.528
H63 1.10438 3.43513 -2.46352  0.155
H64 2.20044 3.70621 -0.41634  0.226
C27 2.42428 -5.01046 -1.97236  -1.309
C28 3.20729 -4.17241 -0.90161  0.518
O12 4.56461 -4.23274 -1.16833  -0.555
H65 2.85594 -6.01133 -1.97848  0.401
H66 2.61259 -4.64324 -2.98122  0.394
H67 1.33964 -5.09515 -1.90551  0.233
H68 2.98670 -4.45280 0.12835  0.299
H69 3.00013 -3.11711 -1.07919  -0.258
H70 4.94245 -3.65399 -0.50207  0.288
C29 -0.60882 6.20684 -0.04177  -1.751
C30 -0.73426 4.72389 0.22008  0.903
O13 0.54947 4.31218 0.58549  -0.541
H71 -1.51028 6.55438 -0.54640  0.449
H72 0.22961 6.46114 -0.69021  0.345
H73 -0.46000 6.74458 0.89460  0.377
H74 -1.17323 4.17448 -0.61272  -0.409
H75 -1.40991 4.60026 1.06643  0.264
H76 0.57339 3.44196 0.99014  0.503
C31 -1.21191 3.45917 5.64464  -1.189
C32 -0.15415 2.75341 4.77158  0.714
O14 0.01371 1.40993 5.18577  -0.590
H77 -2.07947 2.79965 5.66588  0.155
H78 -1.43991 4.44619 5.24223  0.375
H79 -0.88331 3.53626 6.68106  0.345
H80 0.74513 3.36063 4.87494  -0.178
H81 -0.46668 2.83300 3.73038  -0.009
H82 0.46879 0.90822 4.50548  0.418
C33 3.76380 3.60625 4.67127  -1.259
C34 3.42661 3.15857 3.30086  0.863
O15 4.55578 2.75154 2.60091  -0.081
H83 4.12640 2.73862 5.22248  0.166
H84 2.88925 3.98890 5.19744  0.344
H85 4.60769 4.29567 4.69723  0.489
H86 2.95729 3.93650 2.69866  0.290
H87 2.74624 2.31031 3.37584  -0.549
H88 5.13411 3.51202 2.69475  0.209
C35 6.36602 2.63329 -1.86859  -1.191
C36 5.86661 1.35749 -1.15209  -0.173
O16 4.87694 1.74074 -0.13659  0.105
H89 5.58137 3.15202 -2.41935  0.248
H90 7.09492 2.42406 -2.65156  0.424
H91 6.74071 3.33092 -1.11958  0.305
H92 6.71197 0.78295 -0.77348  0.468
H93 5.36669 0.69639 -1.86000  0.315
H94 4.17391 2.27049 -0.51962  0.082

Results
multiplicity	2
charge	+1
M	923.137	g mol⁻¹
lowest unoccupied orbital energy (spin up / spin down)	-6.0575 / -5.5998	eV
energy	-4273.29534	Ha
HOMO (spin up / spin down)	-10.8 / -10.8	eV